1.
{
  "formula": "C3H4N2",
  "method": "wB97M-V/def2-TZVPD",
  "multiplicity": 1,
  "de_lowest_kcal_mol": 92.02,
  "homo_energy_ev": [-8.256, -8.248],
  "species": ["C", "C", "C", "N", "N", "H", "H", "H", "H"],
  "positions_angstrom": [[-0.2525, -0.9749, -0.3560], [-0.3573, -0.5894, 1.0780], [0.5680, 1.1728, -0.7611], [0.2831, -0.0974, -1.1165], [-0.0779, 0.5522, 1.3603], [-0.4089, -1.9781, -0.4961], [-0.9983, -1.2962, 1.6590], [1.6112, 1.4311, -0.7485], [-0.3674, 1.7798, -0.6192]],
  "mulliken_charge": [-0.20, 0.15, -0.31, -0.37, -0.65, 0.40, 0.32, 0.33, 0.32]
}

2.
{
  "formula": "C3H4N2",
  "method": "wB97M-V/def2-TZVPD",
  "smiles": "CC#N.C#N",
  "multiplicity": 1,
  "de_lowest_kcal_mol": 40.12,
  "homo_energy_ev": -11.574,
  "species": ["C", "C", "N", "H", "H", "H", "C", "N", "H"],
  "positions_angstrom": [[-0.7571, -0.0033, 0.7167], [0.4029, -0.3251, -0.1042], [1.3203, -0.6092, -0.6747], [-1.5999, -0.4135, 0.0019], [-0.6850, 1.0592, 0.9707], [-0.5770, -0.5171, 1.6728], [3.5478, 0.1866, 0.2952], [3.4403, 1.3240, 0.2898], [3.3047, -0.8105, 0.1319]],
  "mulliken_charge": [-0.64, 0.31, -0.43, 0.26, 0.26, 0.24, 0.01, -0.37, 0.37]
}

3.
{
  "formula": "C3H4N2O",
  "method": "wB97M-V/def2-TZVPD",
  "smiles": "Oc1cnc[nH]1",
  "multiplicity": 1,
  "de_lowest_kcal_mol": 71.39,
  "homo_energy_ev": -8.578,
  "species": ["O", "C", "C", "N", "C", "N", "H", "H", "H", "H"],
  "positions_angstrom": [[0.9958, -1.4849, -1.0369], [0.7713, -0.1833, -0.7035], [-0.3368, 0.5303, -1.1026], [-1.1144, 0.9843, -0.0932], [-0.5372, 0.6276, 1.0337], [0.6699, 0.0904, 0.9316], [0.1710, -1.8996, -0.7187], [-0.6660, 0.7242, -2.1197], [-1.0967, 0.6293, 1.9620], [1.1431, -0.0183, 1.8473]],
  "mulliken_charge": [-0.45, 0.12, -0.19, -0.56, -0.10, -0.18, 0.36, 0.40, 0.37, 0.24]
}